Version i
Molecular formula: H29O14
Method: DFT, the ωB97M-V functional and the def2-TZVPD basis

```
43
H29O14 | OMol25 | the ωB97M-V functional and the def2-TZVPD basis
O 1.82944 -3.02949 -0.91875
H 2.39975 -0.06725 1.12236
O -2.46568 2.59559 1.42990
H -2.99079 1.93182 0.98380
H -2.94812 2.43171 2.25505
O 4.13316 0.46266 1.38226
H 4.04289 -2.27275 2.05839
H 4.68394 0.23465 2.12104
O -0.32760 0.16120 0.99593
H -0.84705 0.47467 0.20640
H -0.27781 0.82910 1.70948
O 3.22962 0.86076 -2.52372
H 3.55895 1.76647 -2.53965
H 3.61697 0.52566 -3.33824
O -2.05757 0.04963 -0.85766
H -1.44904 0.03665 -1.61407
H -2.71972 0.55665 -1.43671
O -0.88856 0.73091 3.48778
H -1.72446 1.17358 3.68103
H -1.27714 -0.07402 3.12859
O -4.80079 -0.14810 -1.02219
H -4.15904 -0.87175 -1.04990
H -5.35218 -0.49637 -0.32155
O -2.50181 -1.77658 1.88411
H -3.11307 -2.49141 1.65976
H 1.26078 -2.38499 -1.35669
O 1.76755 -0.81750 1.06201
H 2.06257 -1.54413 0.49181
H 0.76221 -0.21169 0.69527
O 3.95656 -3.19554 1.86190
H 4.75792 0.90421 0.79601
H -0.14382 -1.41478 -3.76720
O 0.06554 -1.24444 -2.86267
H -2.19214 -1.58823 0.98890
H 0.78561 -0.60133 -2.94035
O 1.70847 3.79032 0.04137
H 2.19506 3.98694 0.84494
H 0.85131 4.18435 0.08504
O -3.32390 1.24712 -2.81543
H -3.13136 2.06025 -3.28820
H -4.05270 0.88146 -3.33162
H 1.69852 -3.87822 -1.34573
H 3.37755 -3.76779 2.35722
```

Values from the calculation:
HOMO energy: -13.63 eV
2S+1: 1
HOMO-LUMO gap: 11.09 eV
net charge: +1
E_LUMO: -0.0934 hartree



Version ii
Molecular formula: H29O14
Method: DFT, the ωB97M-V functional and the def2-TZVPD basis

```
43
H29O14 | OMol25 | the ωB97M-V functional and the def2-TZVPD basis
O 2.38750 -0.31580 -2.75841
H 3.16486 -0.96527 -2.88860
O -3.16705 -1.31612 -2.54507
H -3.66606 -0.52205 -2.75327
H -3.56414 -1.98390 -2.85563
O -0.80637 -0.17198 -0.09902
H 0.41333 0.09550 -0.00437
H -1.14229 -0.00982 0.81269
O 0.33375 3.76221 -0.95977
H 0.29523 4.83073 -1.21780
H 1.15617 3.45478 -1.41734
O -2.53375 2.89606 3.46377
H -2.73936 2.48329 2.55355
H -1.68560 2.52601 3.59629
O -1.85835 2.27995 -1.12940
H -2.65377 2.14022 -1.62702
H -0.99489 2.44365 -1.64949
O 3.32786 -2.21410 0.28363
H 3.91647 -2.04890 1.02867
H 4.00520 -2.71845 -0.32707
O -1.93866 -0.25818 2.50981
H -1.50298 -0.35799 3.34009
H -2.82832 -0.55582 2.60014
O 0.27076 -2.73013 3.96886
H 1.01437 -3.06062 3.43228
H 0.73661 -2.42392 4.71180
O 4.25439 1.08363 -0.24876
H 4.83589 1.88574 -0.27154
H 4.82947 0.43809 -0.40987
O 1.70550 0.16007 0.12933
H -0.83469 0.92228 -0.27415
H 1.83129 -0.82403 -0.03256
O -0.96358 1.99098 1.33691
H -0.21938 2.21247 1.80742
H -1.42304 2.84281 1.06371
O -2.34540 -4.20128 -0.00068
H -3.18395 -4.01808 0.62042
H -1.71184 -4.27329 0.64810
O 0.00143 -0.88468 -3.64933
H -0.02133 -1.18295 -2.73789
H -0.58728 -1.45772 -4.04505
H 1.66071 -0.48728 -3.32658
H 2.23131 0.53388 -0.67879
```

Values from the calculation:
HOMO energy: -13.43 eV
2S+1: 1
HOMO-LUMO gap: 10.70 eV
net charge: +1
E_LUMO: -0.1005 hartree



Which is most stable? The ranking, best first, is version i, version ii.